{
  "formula": "C5H15N3",
  "method": "the ωB97M-V functional and the def2-TZVPD basis",
  "elements": ["C", "C", "C", "C", "N", "N", "C", "N", "H", "H", "H", "H", "H", "H", "H", "H", "H", "H", "H", "H", "H", "H", "H"],
  "coordinates": [[0.484, -0.584, 1.766], [-0.081, 0.474, 0.795], [-1.591, 0.258, 0.660], [-2.167, -0.965, -0.061], [-1.650, -1.278, -1.374], [0.593, 0.531, -0.485], [1.944, 1.021, -0.425], [2.370, 1.460, -1.768], [1.218, -1.228, 1.284], [0.920, -0.207, 2.687], [-0.248, -1.339, 2.052], [0.028, 1.444, 1.289], [-2.031, 1.129, 0.190], [-1.938, 0.340, 1.691], [-3.247, -0.801, -0.145], [-2.157, -1.868, 0.563], [-1.603, -0.490, -2.015], [-0.869, -1.914, -1.427], [0.557, -0.345, -0.984], [2.620, 0.238, -0.084], [1.949, 1.881, 0.254], [3.245, 1.033, -2.021], [1.655, 1.210, -2.444]],
  "smiles": "C[C@H](CCN)NCN",
  "molar_mass_g_mol": 117.20,
  "total_charge": 0,
  "e_tot_ha": -363.7406,
  "de_lowest_kcal_mol": 29.2
}